Model one:
12
Properties=species:S:1:pos:R:3 method="wB97M-V/def2-TZVPD" charge=-1 homo_ev=-2.4
N -2.079 0.340 -1.893
H -2.634 1.020 -1.368
H -1.640 -0.219 -1.169
H -1.379 1.059 -2.081
C 1.755 -0.456 0.847
C 0.211 -0.191 0.689
S -0.273 1.491 0.265
H 2.033 -1.440 0.469
H 1.921 -0.463 1.932
H 2.365 0.403 0.569
H -0.148 -0.511 1.677
H -0.131 -1.035 0.064

***

Model two:
12
Properties=species:S:1:pos:R:3 method="wB97M-V/def2-TZVPD" charge=-1 homo_ev=-2.3
N 2.898 1.564 0.578
H 2.916 2.507 0.172
H 2.674 0.924 -0.200
H 1.885 1.589 0.811
C -1.950 -1.221 -0.433
C -0.746 -0.377 -0.012
S 0.787 -1.070 0.629
H -1.681 -1.952 -1.213
H -2.875 -0.717 -0.736
H -2.220 -1.871 0.421
H -1.137 0.260 0.803
H -0.550 0.363 -0.822

***

It is model one that is the least stable of them.

***

Model one:
12
Properties=species:S:1:pos:R:3 method="wB97M-V/def2-TZVPD" charge=-1 homo_ev=-2.5
S -0.450 -1.050 -3.383
H -0.477 -0.004 -2.544
C -0.914 -0.559 0.638
N 0.360 -0.173 1.228
C 0.948 0.943 0.508
H -0.869 -0.650 -0.457
H -1.238 -1.521 1.034
H -1.666 0.213 0.839
H 1.009 -0.950 1.165
H 1.138 0.711 -0.545
H 1.887 1.234 0.977
H 0.272 1.806 0.540

***

Model two:
12
Properties=species:S:1:pos:R:3 method="wB97M-V/def2-TZVPD" charge=-1 homo_ev=-2.4
N 1.367 1.802 1.620
H 1.447 1.959 0.621
H 1.228 0.807 1.726
H 0.470 2.214 1.865
C 1.007 -1.351 -0.256
C -0.494 -1.489 -0.068
S -1.134 0.372 -0.689
H 1.450 -0.874 0.617
H 1.304 -0.666 -1.051
H 1.512 -2.305 -0.478
H -0.777 -1.338 0.963
H -1.011 -2.103 -0.787

***

Model three:
12
Properties=species:S:1:pos:R:3 method="wB97M-V/def2-TZVPD" charge=-1 homo_ev=-2.5
S -0.979 0.139 -3.128
H -0.648 -0.390 -4.308
C 1.338 0.408 0.960
N 0.021 -0.072 1.393
C -0.879 -0.470 0.314
H 1.820 -0.371 0.369
H 1.256 1.258 0.272
H 1.860 0.524 1.897
H -0.360 0.528 2.105
H -1.291 0.440 -0.139
H -1.726 -0.987 0.766
H -0.411 -1.006 -0.501

***

It is model two that is the least stable of them.

***

Model one:
8
Properties=species:S:1:pos:R:3 method="wB97M-V/def2-TZVPD" homo_ev="-9.1 / -9.4"
C -0.577 0.061 1.193
N -0.323 -0.954 -0.764
N -0.624 0.200 -0.174
O -0.135 -3.069 -1.783
O -0.723 -1.039 1.669
S -0.825 -1.824 -2.015
H -0.494 1.000 1.589
H 0.158 -1.681 -0.226

***

Model two:
8
Properties=species:S:1:pos:R:3 method="wB97M-V/def2-TZVPD" homo_ev=-10.7
C 1.948 1.131 0.070
N 2.572 2.102 -0.011
N -1.457 0.104 -0.034
O -0.346 -2.095 0.003
O 1.155 -0.257 0.252
S -0.112 -0.828 -0.624
H -2.230 -0.182 -0.638
H -1.531 0.023 0.981

***

It is model two that is the least stable of them.

***

Model one:
8
Properties=species:S:1:pos:R:3 method="wB97M-V/def2-TZVPD" smiles="NC(=S)[N+](=O)[O-]" homo_ev=-9.5
C -0.112 0.601 0.150
N 1.197 0.442 0.085
N -0.874 -0.927 0.127
O -0.146 -1.912 0.100
O -2.049 -0.873 0.001
S -1.098 1.901 0.060
H 1.411 -0.479 -0.203
H 1.671 1.247 -0.320

***

Model two:
8
Properties=species:S:1:pos:R:3 method="wB97M-V/def2-TZVPD" homo_ev=-9.9
C 0.323 0.181 0.239
N -1.690 0.974 0.064
N -0.688 0.603 -0.589
O 1.586 -2.228 0.450
O 1.622 0.268 -0.279
S 1.145 -1.332 -0.594
H 0.083 0.362 1.433
H -2.382 1.172 -0.724

***

Model three:
8
Properties=species:S:1:pos:R:3 method="wB97M-V/def2-TZVPD" homo_ev=-8.8
C 1.050 0.707 2.633
N 0.555 0.405 1.534
N 0.209 -0.035 0.547
O -1.923 -0.787 -2.531
O -1.416 -1.160 -4.857
S -0.948 -0.908 -3.551
H 1.783 1.473 2.654
H 0.691 0.306 3.571

***

Model four:
8
Properties=species:S:1:pos:R:3 method="wB97M-V/def2-TZVPD" homo_ev=-10.5
C -3.086 -0.410 -0.714
N 0.010 -0.358 0.146
N -0.362 0.734 -0.302
O 0.549 1.727 0.094
O -1.271 1.129 -0.966
S -3.845 0.058 0.491
H 0.956 1.332 0.861
H -0.534 -1.125 -0.083

***

It is model four that is the least stable of them.

***

Model one:
9
Properties=species:S:1:pos:R:3 method="wB97M-V/def2-TZVPD" homo_ev="-9.3 / -8.8"
C 0.240 -0.696 1.072
N -0.047 0.530 0.461
O -0.903 1.367 -2.384
O 0.838 0.932 -0.569
S -0.361 -2.015 -0.138
S 0.400 0.840 -2.096
H 1.318 -0.865 1.391
H -0.454 -0.806 2.006
H -1.031 0.714 0.255

***

Model two:
9
Properties=species:S:1:pos:R:3 method="wB97M-V/def2-TZVPD" smiles="NS(=O)(=O)C=S" homo_ev="-9.7 / -9.7"
C -0.974 -0.890 0.525
N 1.440 -0.066 -0.477
O 0.158 1.120 1.348
O -0.769 1.341 -0.949
S -2.613 -0.959 -0.173
S -0.068 0.571 0.034
H -0.606 -1.309 1.387
H 1.300 -0.430 -1.422
H 2.132 0.623 -0.273

***

Model three:
9
Properties=species:S:1:pos:R:3 method="wB97M-V/def2-TZVPD" homo_ev="-8.3 / -8.3"
C 0.026 -0.248 -1.335
N -0.946 -0.786 -0.725
O -0.624 -2.063 -0.249
O -1.960 -0.285 -0.320
S 1.131 0.190 -2.344
S 1.138 1.274 1.234
H -1.318 -2.329 0.448
H 1.527 1.616 2.418
H 1.026 2.632 0.873

***

It is model three that is the least stable of them.

***

Model one:
16
Properties=species:S:1:pos:R:3 method="wB97M-V/def2-TZVPD" charge=+1 homo_ev=-15.1
C -1.085 1.187 -0.124
C 0.271 1.516 0.049
C -1.242 -1.303 0.037
C -1.775 0.024 -0.069
C 1.264 0.718 -0.340
N -3.261 0.044 0.015
N 0.002 -1.520 0.243
O -3.730 1.105 0.376
O -3.927 -0.906 -0.357
H -1.717 2.197 -0.198
H 0.491 2.250 0.942
H -1.901 -2.214 0.235
H 1.087 0.021 -1.157
H 2.290 0.851 -0.148
H 0.340 -2.389 0.614
H 0.644 -0.694 0.231

***

Model two:
16
Properties=species:S:1:pos:R:3 method="wB97M-V/def2-TZVPD" charge=+1 homo_ev="-13.4 / -13.1"
C -2.136 -1.750 -1.128
C -1.453 -1.277 -0.217
C -0.089 2.354 -0.424
C 0.816 -1.109 1.005
C -0.632 -0.677 0.741
N 1.806 -0.584 -0.053
N 0.208 0.943 -0.546
O 2.849 -1.022 -0.391
O 1.518 0.649 -0.537
H -2.965 -2.216 -1.568
H 0.711 2.815 -0.924
H -0.389 2.700 0.551
H -1.045 2.323 -0.881
H 0.757 -2.160 0.968
H 1.223 -0.784 1.952
H -1.180 -0.205 1.451

***

It is model two that is the least stable of them.

***

Model one:
14
Properties=species:S:1:pos:R:3 method="wB97M-V/def2-TZVPD" smiles=CN(C)B(O)O homo_ev=-9.3
B 1.004 -0.132 -0.132
C -1.037 1.363 0.115
C -1.147 -1.223 0.065
N -0.376 0.077 -0.065
O 2.128 1.165 -0.331
O 1.576 -1.345 0.019
H -0.362 2.169 0.006
H -1.707 1.524 -0.743
H -1.659 1.489 1.071
H -0.834 -1.699 0.885
H -2.174 -0.919 0.052
H -0.823 -1.936 -0.731
H 2.942 0.755 0.082
H 2.468 -1.286 -0.292

***

Model two:
14
Properties=species:S:1:pos:R:3 method="wB97M-V/def2-TZVPD" homo_ev=-7.8
B 0.796 -1.136 -1.149
C -0.921 1.010 -0.576
C -0.031 -0.082 1.360
N -0.586 -0.257 0.078
O 1.003 -0.745 -2.386
O 1.283 -2.253 -0.677
H -0.162 1.754 -0.245
H -1.148 0.850 -1.570
H -1.852 1.524 -0.112
H -0.399 -0.892 1.943
H 1.075 -0.152 1.654
H -0.419 0.919 1.859
H 1.363 -1.408 -3.013
H 0.718 -2.833 -0.111

***

It is model two that is the least stable of them.

***

Model one:
39
Properties=species:S:1:pos:R:3 method="wB97M-V/def2-TZVPD" smiles=Cc1ccc(NC[C@@H](O)[C@H](O)[C@@H](O)CO)cc1C homo_ev=-7.9
C -4.002 -1.261 -0.150
C -2.823 -0.438 0.271
C -2.186 -0.685 1.478
C -1.082 0.047 1.876
C -0.586 1.073 1.070
C -1.242 1.336 -0.133
C -2.340 0.596 -0.539
C -3.005 0.908 -1.845
H -2.987 0.038 -2.501
H -2.505 1.732 -2.347
H -4.048 1.179 -1.686
H -0.893 2.142 -0.760
N 0.499 1.823 1.493
H 0.903 1.474 2.351
C 1.485 2.306 0.552
H 1.071 3.133 -0.031
C 1.983 1.221 -0.436
O 2.983 1.725 -1.275
H 3.807 1.687 -0.766
H 1.153 0.931 -1.087
C 2.499 -0.020 0.317
O 3.804 0.261 0.773
H 4.287 -0.580 0.746
C 2.524 -1.270 -0.589
C 1.123 -1.865 -0.807
H 1.221 -2.730 -1.470
O 0.597 -2.353 0.408
H 0.057 -1.672 0.832
H 0.454 -1.137 -1.273
O 3.357 -2.241 0.007
H 2.796 -2.754 0.608
H 2.980 -1.004 -1.549
H 1.857 -0.238 1.184
H 2.338 2.685 1.117
H -0.608 -0.163 2.826
H -2.553 -1.475 2.119
H -4.230 -2.014 0.600
H -3.804 -1.764 -1.096
H -4.881 -0.632 -0.288

***

Model two:
39
Properties=species:S:1:pos:R:3 method="wB97M-V/def2-TZVPD" smiles="O=C(O)CC1(CC(=O)N2CCOCC2)CCCC1" homo_ev=-9.2
O 1.034 -1.723 -4.019
C 0.138 -1.858 -3.231
O -1.151 -1.761 -3.593
H -1.223 -1.559 -4.539
C 0.286 -2.160 -1.764
H 1.131 -2.840 -1.643
H -0.630 -2.648 -1.426
C 0.543 -0.891 -0.915
C 1.869 -0.212 -1.326
H 2.249 -0.663 -2.242
H 2.624 -0.314 -0.549
C 1.528 1.257 -1.577
H 1.569 1.813 -0.638
H 2.211 1.724 -2.284
C 0.094 1.203 -2.089
H -0.412 2.168 -2.049
H 0.084 0.854 -3.122
C -0.549 0.171 -1.164
H -1.457 -0.263 -1.582
H -0.803 0.661 -0.225
C 0.571 -1.355 0.558
C 0.867 -0.231 1.534
O 2.002 0.186 1.676
N -0.154 0.294 2.262
C -1.548 -0.089 2.304
H -1.801 -0.777 1.500
C -2.432 1.163 2.177
O -2.125 2.124 3.155
C -0.770 2.510 3.067
H -0.610 3.248 3.854
C 0.152 1.307 3.260
H 1.198 1.591 3.143
H -0.006 0.886 4.260
H -0.575 2.972 2.087
H -3.480 0.898 2.324
H -2.308 1.599 1.173
H -1.756 -0.570 3.269
H -0.356 -1.873 0.801
H 1.393 -2.066 0.670

***

It is model one that is the least stable of them.